Entry from the OMol25 dataset: a molecular structure, C17H10Cl2CuNO2S5 (ωB97M-V/def2-TZVPD).

Summary:
Charge: -2
Lowest unoccupied orbital energy: 4.00 eV
Orbital gap: 0.1616 hartree

XYZ file:
```
38
Properties=species:S:1:pos:R:3:lowdin_charge:R:1
Cu 2.15341 0.89608 2.08349 -0.09
S 5.92906 -4.86862 3.63814 0.33
C 5.12011 -3.43693 3.36674 -1.57
S 3.69987 -2.94951 4.20941 0.83
C 3.40485 -1.41087 3.41004 -1.19
C 4.30079 -1.09002 2.43777 -1.19
S 4.28242 0.32107 1.43635 0.44
S 5.57774 -2.27151 2.18419 0.83
S 2.02634 -0.49257 3.90324 0.46
Cl -4.83393 0.17487 -0.21671 0.67
C -3.45361 -0.89283 -0.07397 -0.58
C -3.51882 -1.90774 0.85605 -0.13
C -2.43048 -2.74201 1.02166 -0.09
C -1.31060 -2.55732 0.23366 -0.11
C -1.26814 -1.54659 -0.70814 -0.57
Cl 0.18518 -1.43057 -1.64263 0.75
C -2.33326 -0.64199 -0.87564 -0.29
N -2.38840 0.39391 -1.81075 0.06
C -1.28561 1.24040 -2.19538 -0.24
C -0.85394 1.12402 -3.51149 -0.08
C 0.18916 1.89246 -3.99320 -0.11
C 0.79621 2.80914 -3.14772 -0.09
C 0.33078 2.97454 -1.85764 -0.03
C -0.72310 2.21202 -1.34647 -0.15
C -1.17061 2.47767 0.05835 -0.05
C -0.31926 1.66425 1.10495 -0.66
O -0.89750 0.79984 1.75519 0.01
O 0.89798 2.02061 1.13468 -0.13
H -4.40401 -2.01802 1.46719 0.10
H -2.43998 -3.51484 1.77764 0.10
H -0.43968 -3.18586 0.35797 0.11
H -3.24114 0.92179 -1.71186 0.06
H -1.33190 0.38586 -4.14296 0.10
H 0.53654 1.76818 -5.01175 0.09
H 1.63211 3.40330 -3.49830 0.09
H 0.79279 3.70508 -1.20533 0.12
H -2.22194 2.24461 0.22422 0.10
H -0.98943 3.52809 0.28899 0.11
```

---

Entry from the OMol25 dataset: a single C5H9N molecule at a distorted geometry (ωB97M-V/def2-TZVPD).

Summary:
Charge: 0
SMILES string: CCCCC#N
Lowest unoccupied orbital energy: 0.94 eV
Energy relative to the best compared isomer or geometry (same formula, charge and spin): 6.02 kcal per mole
Orbital gap: 0.4524 hartree

XYZ file:
```
15
Properties=species:S:1:pos:R:3:lowdin_charge:R:1
C -0.25994 -1.35118 1.59818 -0.12
C 0.26099 -0.93948 0.22354 -0.28
C 0.25594 0.58073 0.09674 -0.23
C 0.53712 1.11197 -1.32900 -0.17
C -0.73028 1.63321 -1.83598 -0.24
N -1.79433 2.02579 -2.06601 0.14
H -1.29461 -1.01133 1.73598 0.08
H -0.23386 -2.43571 1.74115 0.07
H 0.34334 -0.89054 2.38924 0.07
H -0.36849 -1.37776 -0.56282 0.11
H 1.27759 -1.32318 0.06149 0.11
H -0.73576 0.94230 0.39218 0.11
H 0.96653 1.02086 0.80167 0.11
H 0.90891 0.32754 -1.99751 0.12
H 1.28257 1.91438 -1.34067 0.12
```

---

Entry from the OMol25 dataset: 2 unconnected molecules or ions with the total composition C12H17N at a distorted geometry (ωB97M-V/def2-TZVPD).

Summary:
Charge: 0
SMILES string: Cc1c[nH]c2ccccc12.CCC
Lowest unoccupied orbital energy: 0.89 eV
Energy relative to the best compared isomer or geometry (same formula, charge and spin): 28.77 kcal per mole
Orbital gap: 0.3205 hartree

XYZ file:
```
30
Properties=species:S:1:pos:R:3:lowdin_charge:R:1
C 3.16095 -1.76964 -0.88922 -0.28
C 2.55428 -0.45430 -1.43148 -0.12
C 2.79297 -1.88068 0.60112 -0.14
H 4.25462 -1.69976 -0.90665 0.09
H 2.82057 -2.63977 -1.43380 0.09
H 2.64123 0.34342 -0.69691 0.06
H 3.09346 -0.08917 -2.30729 0.06
H 3.50949 -2.33538 1.26934 0.06
H 1.52541 -0.56110 -1.78465 0.06
H 1.85753 -2.43689 0.74963 0.06
H 2.52684 -0.93924 1.09672 0.06
C -2.58272 0.25358 -2.19638 -0.05
C -1.32523 0.84796 0.00191 -0.12
C -2.08443 -0.07907 -0.82671 -0.23
C -1.21021 0.22077 1.27666 -0.23
C -2.13324 -1.26231 -0.13518 -0.06
C -0.99898 2.97452 1.14176 -0.10
C -0.64476 2.28840 2.30958 -0.10
C -1.37522 2.24823 0.03039 -0.04
C -0.78629 0.90511 2.41215 -0.03
N -1.50303 -1.10321 1.09082 0.06
H -0.83702 4.04165 1.09191 0.10
H -0.45990 2.79692 3.24819 0.10
H -1.92527 2.75904 -0.75883 0.11
H -0.69822 0.34520 3.33206 0.10
H -3.12861 -0.50302 -2.76205 0.07
H -1.78622 0.57020 -2.87910 0.08
H -2.82488 -2.08221 -0.26489 0.12
H -1.15031 -1.83217 1.68777 0.15
H -3.28281 1.07290 -2.06689 0.07
```

---

Entry from the OMol25 dataset: 2 unconnected molecules or ions with the total composition CHClF2OS2 at a distorted geometry (ωB97M-V/def2-TZVPD).

Summary:
Charge: 0
Lowest unoccupied orbital energy (spin up / spin down): -3.72 / -3.72 eV
Energy relative to the best compared isomer or geometry (same formula, charge and spin): 63.97 kcal per mole
Orbital gap (spin up / spin down): 0.2453 / 0.2451 hartree

XYZ file:
```
8
Properties=species:S:1:pos:R:3:lowdin_charge:R:1
C -0.76111 -0.99802 -0.33114 -0.41
O -1.51962 1.50165 -1.54322 -0.41
F -0.17363 -0.91357 -1.53617 0.04
F 0.18573 -0.85958 0.62593 0.06
S -2.07814 1.66976 1.28786 0.35
S -1.91761 0.70850 -0.41452 0.36
Cl -3.95341 -1.17240 -0.87182 -0.13
H -1.34872 -1.99023 -0.42027 0.14
```